# C40H108O14

A 14-piece molecular cluster, C40H108O14 overall in a non-equilibrium geometry (ωB97M-V/def2-TZVPD, the OMol25 dataset).

**Molecular weight**: 813.290 g/mol
**Net charge**: 0
**Electronic energy**: -71894.3993 eV
**2S+1**: 1

Cartesian coordinates (Å):
C: 4.09570 -0.31523 -2.23332
O: 5.42418 -0.71376 -1.81904
H: 3.42954 -0.22057 -1.35927
H: 4.17667 0.59007 -2.77500
H: 3.79774 -1.00511 -3.01373
H: 5.88030 0.11453 -1.45223
C: -0.63600 -3.50459 -7.06137
C: -0.76625 -2.47741 -5.93577
C: 0.58347 -2.02913 -5.34429
O: -1.49702 -1.35785 -6.28314
H: 0.26782 -4.14511 -6.89643
H: -0.62954 -2.99998 -8.04528
H: -1.46796 -4.24037 -7.01241
H: -1.31556 -2.96374 -5.08862
H: 1.17110 -1.86028 -6.24004
H: 1.06720 -2.73473 -4.64355
H: 0.54326 -1.11788 -4.75203
H: -0.95080 -0.83868 -6.92770
C: -0.69895 0.28598 6.17992
C: 0.28283 1.31159 5.59650
C: 1.63050 1.08787 6.31218
O: 0.40297 1.13202 4.17713
H: -0.25395 -0.72516 6.18487
H: -1.65445 0.19936 5.62968
H: -0.85474 0.52897 7.25316
H: 0.00782 2.32544 5.76657
H: 1.44204 1.20485 7.35779
H: 2.37591 1.72690 5.91774
H: 1.95800 0.04374 6.12776
H: 0.49241 0.17156 4.10848
C: 1.97092 2.95936 -3.37601
C: 0.64647 2.26688 -3.67608
C: 0.47954 2.18245 -5.22063
O: 0.51137 0.95166 -3.21108
H: 2.71268 2.58241 -4.08387
H: 2.42682 2.85512 -2.42851
H: 1.79017 3.97921 -3.71792
H: -0.18373 2.87198 -3.29194
H: 0.49996 3.19005 -5.69930
H: -0.51041 1.83848 -5.36872
H: 1.07686 1.42766 -5.78344
H: -0.38396 0.71964 -3.52599
C: 3.45786 5.36351 1.16055
C: 3.29134 3.89792 1.67644
C: 2.34805 3.64368 2.85375
O: 2.83653 3.13336 0.54724
H: 3.81711 6.13682 1.82756
H: 2.46414 5.67376 0.72738
H: 4.23030 5.31949 0.38205
H: 4.30494 3.49377 2.04079
H: 1.43842 4.22744 2.82057
H: 2.87197 3.84195 3.77210
H: 2.08016 2.57115 2.85711
H: 3.31777 3.34819 -0.26994
C: -2.24899 5.65188 -0.49663
C: -0.88535 5.06346 -0.85793
C: -0.02081 6.11433 -1.61793
O: -0.28918 4.69389 0.36248
H: -2.18504 6.50962 0.22220
H: -2.89526 4.95244 0.03767
H: -2.78635 6.09632 -1.31672
H: -0.98889 4.22460 -1.58819
H: -0.03406 7.10158 -1.17204
H: -0.25904 6.24460 -2.71059
H: 1.05089 5.75454 -1.58389
H: 0.51332 4.22308 0.23469
C: 4.00597 0.14422 1.57215
C: 4.03566 -1.34320 1.27817
C: 4.91976 -2.19542 2.27522
O: 2.67780 -1.82768 1.42436
H: 4.96665 0.66300 1.55400
H: 3.70309 0.31749 2.61799
H: 3.31237 0.80579 1.02671
H: 4.35135 -1.40034 0.17727
H: 4.57434 -2.07801 3.30443
H: 5.96446 -1.87827 2.22608
H: 4.93820 -3.24436 2.01314
H: 2.10692 -1.36454 0.77472
C: 2.04709 -4.21915 -2.16145
C: 2.76593 -4.90050 -1.05871
C: 4.27749 -4.54495 -1.14494
O: 2.26304 -4.62129 0.28958
H: 2.06638 -3.13284 -2.01185
H: 0.96808 -4.39306 -2.25780
H: 2.58839 -4.56584 -3.10860
H: 2.71271 -5.99889 -1.11787
H: 4.38407 -3.44628 -1.06659
H: 4.73561 -4.81180 -2.13186
H: 4.80565 -5.00813 -0.30322
H: 2.41230 -3.63725 0.33281
C: -3.64727 -2.85674 2.97458
C: -3.76109 -1.34398 2.81077
C: -5.21021 -0.95723 2.62332
O: -3.27593 -0.69364 3.95844
H: -2.59746 -3.10088 3.04198
H: -4.03838 -3.39007 2.09771
H: -4.10383 -3.16505 3.87560
H: -3.14698 -1.02487 1.97481
H: -5.68100 -1.53955 1.80415
H: -5.24813 0.12940 2.44891
H: -5.76587 -1.28367 3.53977
H: -2.83333 0.06728 3.56890
C: -2.88179 -5.41202 -2.71445
C: -2.50690 -4.29083 -1.84697
C: -1.70819 -4.75840 -0.64932
O: -1.73740 -3.38896 -2.67226
H: -1.94620 -6.02785 -2.98334
H: -3.16528 -5.07172 -3.76902
H: -3.67438 -6.11160 -2.33659
H: -3.49680 -3.92158 -1.42721
H: -0.83846 -5.37896 -0.93511
H: -2.26222 -5.27271 0.13593
H: -1.28857 -3.92069 -0.06321
H: -1.38291 -2.68256 -2.11251
C: 0.16053 -3.55806 2.50689
C: 0.34931 -2.78437 3.82974
C: 1.11334 -3.71899 4.75474
O: 1.01756 -1.51417 3.63668
H: 1.06209 -4.10817 2.24192
H: -0.01505 -2.94139 1.58794
H: -0.71553 -4.23961 2.60564
H: -0.52457 -2.52746 4.30894
H: 0.59810 -4.69691 4.72844
H: 1.30118 -3.36039 5.74229
H: 2.07706 -3.86984 4.28832
H: 1.65369 -1.75019 2.91341
C: -4.53438 0.39473 -3.63393
C: -3.52260 1.42979 -4.11312
C: -3.37924 2.58195 -3.12678
O: -2.23728 0.85872 -4.13187
H: -5.49288 0.89993 -3.55623
H: -4.27579 0.09889 -2.64693
H: -4.67255 -0.50019 -4.26505
H: -3.71165 1.82050 -5.18549
H: -2.69690 3.35685 -3.48677
H: -2.92927 2.19469 -2.22815
H: -4.31652 3.08128 -2.89940
H: -2.23618 0.10837 -4.76252
C: -4.07954 2.67798 3.17138
C: -2.53058 2.67523 2.76865
C: -1.81227 3.86463 3.46886
O: -1.94947 1.45428 3.05071
H: -4.35082 3.71231 3.22905
H: -4.14735 2.29572 4.14462
H: -4.79224 2.15144 2.59865
H: -2.50844 2.86776 1.65998
H: -1.90261 3.82868 4.54802
H: -2.29030 4.78541 3.17725
H: -0.75348 3.95444 3.19987
H: -0.97048 1.49465 3.34596
C: -0.15476 1.83191 -0.01461
C: -0.13731 0.33474 0.33585
C: -1.48280 -0.33756 0.20934
O: 0.84823 -0.38155 -0.41274
H: -0.41024 1.82059 -1.07842
H: 0.76500 2.34665 0.32129
H: -0.97195 2.22690 0.50889
H: 0.07275 0.21760 1.43023
H: -2.34966 0.28450 0.45456
H: -1.53232 -1.32861 0.81176
H: -1.69364 -0.63074 -0.88093
H: 0.90630 0.09560 -1.25930